(1)
{
  "formula": "C12H43AgO10",
  "method": "the ωB97M-V functional and the def2-TZVPD basis",
  "max_force_ev_per_a": 2.15,
  "multiplicity": 2,
  "homo_lumo_gap_ha": [0.1929, 0.1933],
  "molar_mass_da": 455.33,
  "total_charge": 1,
  "symbols": ["Ag", "C", "C", "C", "O", "H", "H", "H", "H", "H", "H", "H", "C", "O", "H", "H", "H", "H", "C", "O", "H", "H", "H", "H", "C", "O", "H", "H", "H", "H", "C", "O", "H", "H", "H", "H", "C", "O", "H", "H", "H", "H", "C", "O", "H", "H", "H", "H", "C", "O", "H", "H", "H", "H", "C", "O", "H", "H", "H", "H", "C", "O", "H", "H", "H", "H"],
  "xyz": [[1.63502, -1.49587, -4.27295], [0.40582, 0.11574, 1.35651], [0.14873, -0.42723, -0.02647], [-1.13673, 0.18627, -0.67282], [1.24208, -0.30944, -0.89079], [1.34824, -0.24665, 1.76713], [-0.32175, -0.21427, 2.09802], [0.38507, 1.20387, 1.29620], [-0.05835, -1.48580, 0.13051], [-1.02623, 1.24252, -0.91825], [-2.01389, -0.04477, -0.06841], [-1.30553, -0.28753, -1.63984], [-1.79905, -4.21434, -5.87185], [-1.39730, -3.40038, -4.77152], [-2.88531, -4.28490, -5.81551], [-1.42867, -3.78525, -6.80287], [-1.38794, -5.22329, -5.83882], [-1.98514, -3.63530, -4.04981], [1.52861, -5.49956, -2.32046], [2.39226, -4.52733, -2.81338], [0.62922, -5.02123, -1.93263], [1.17251, -6.16584, -3.10618], [1.97981, -5.99297, -1.45961], [3.26475, -4.92765, -2.80383], [-3.98376, 1.35173, -4.87666], [-5.29697, 1.62207, -5.31087], [-3.81729, 1.70265, -3.85821], [-3.78651, 0.28030, -4.91177], [-3.20860, 1.90771, -5.40402], [-5.87586, 1.52979, -4.55063], [-3.46318, 4.69267, 1.36171], [-4.61765, 5.10643, 2.07504], [-2.74868, 5.49668, 1.18518], [-2.91947, 3.91368, 1.89616], [-3.76938, 4.41042, 0.35440], [-4.42245, 4.98021, 3.00647], [2.30845, 4.69037, -0.80765], [2.02746, 3.93710, -1.99745], [2.18058, 5.76231, -0.95828], [1.66749, 4.40808, 0.02756], [3.35418, 4.64604, -0.50336], [1.99869, 3.04133, -1.65340], [0.42509, 2.05151, 7.18850], [0.25240, 1.50687, 8.46396], [0.52066, 3.13716, 7.20650], [1.38762, 1.69625, 6.82049], [-0.38640, 1.77464, 6.51551], [1.03794, 1.55338, 9.01384], [4.36468, -3.52321, 1.50504], [5.33809, -2.81610, 2.26723], [4.37424, -3.15148, 0.48043], [4.53659, -4.59950, 1.51750], [3.39547, -3.34861, 1.97222], [5.24701, -1.86600, 2.16425], [-5.61377, 0.08757, 2.76414], [-6.47018, -0.59413, 3.71921], [-4.89890, -0.62530, 2.35321], [-6.16386, 0.59907, 1.97429], [-5.06130, 0.83043, 3.33950], [-6.18869, -0.61788, 4.63670], [6.86002, 0.44941, 0.09504], [5.53541, 0.80430, 0.50666], [7.55856, 0.92338, 0.78459], [7.07032, -0.61737, 0.01850], [7.06165, 0.80354, -0.91591], [4.80416, 0.50380, -0.03793]],
  "mulliken_charge": [0.97, -1.22, 0.68, -1.13, -0.41, 0.32, 0.39, 0.25, 0.16, 0.34, 0.33, 0.28, -0.55, -0.48, 0.26, 0.23, 0.25, 0.30, -0.57, -0.48, 0.20, 0.26, 0.31, 0.30, -0.45, -0.50, 0.19, 0.19, 0.26, 0.31, -0.49, -0.50, 0.28, 0.19, 0.21, 0.31, -0.56, -0.47, 0.27, 0.22, 0.27, 0.28, -0.45, -0.51, 0.24, 0.23, 0.19, 0.30, -0.48, -0.51, 0.18, 0.26, 0.25, 0.30, -0.40, -0.54, 0.20, 0.24, 0.20, 0.30, -0.54, -0.48, 0.24, 0.26, 0.26, 0.25]
}



(2)
{
  "formula": "H10NO3",
  "method": "the ωB97M-V functional and the def2-TZVPD basis",
  "max_force_ev_per_a": 0.81,
  "multiplicity": 1,
  "homo_lumo_gap_ha": 0.4447,
  "molar_mass_da": 72.08,
  "total_charge": 1,
  "symbols": ["N", "H", "H", "H", "H", "H", "H", "O", "H", "H", "O", "H", "H", "O"],
  "xyz": [[0.98220, 0.98119, 0.69137], [0.01751, 0.72479, 1.04171], [1.45924, 1.68382, 1.25038], [0.78790, 1.33223, -0.25406], [1.55745, 0.13766, 0.65293], [-1.83185, -0.14857, 2.37118], [-1.36593, -0.97859, 1.15722], [-1.27398, -0.11849, 1.58637], [0.56850, -2.83120, 0.47880], [0.63786, -1.72939, -0.64310], [0.51686, -1.88548, 0.30043], [-1.38451, 0.87118, -2.50230], [-0.23973, 1.00228, -3.53600], [-0.43151, 0.95858, -2.59492]],
  "mulliken_charge": [-0.40, 0.31, 0.39, 0.34, 0.33, 0.33, 0.32, -0.66, 0.31, 0.34, -0.65, 0.33, 0.33, -0.63]
}



(3)
{
  "formula": "C4H12",
  "method": "the ωB97M-V functional and the def2-TZVPD basis",
  "max_force_ev_per_a": 0.92,
  "multiplicity": 1,
  "homo_lumo_gap_ha": 0.4713,
  "molar_mass_da": 60.14,
  "total_charge": 0,
  "smiles": "CC.CC",
  "symbols": ["C", "C", "H", "H", "H", "H", "H", "H", "C", "C", "H", "H", "H", "H", "H", "H"],
  "xyz": [[-0.61682, 2.53724, 0.56248], [-1.22803, 2.06948, -0.76640], [0.46947, 2.42149, 0.53671], [-0.83784, 3.57759, 0.80645], [-0.89026, 1.89843, 1.40484], [-0.46117, 1.69882, -1.44175], [-1.95912, 1.26491, -0.65387], [-1.69694, 2.88583, -1.31032], [0.34577, -1.85657, -0.15283], [1.46924, -2.78262, 0.33246], [-0.64521, -2.26349, 0.06351], [0.31922, -0.92136, 0.41760], [0.44539, -1.56670, -1.19440], [2.31823, -2.18175, 0.65411], [1.80607, -3.43485, -0.46790], [1.16200, -3.34645, 1.20932]],
  "mulliken_charge": [-0.82, -0.80, 0.25, 0.31, 0.26, 0.24, 0.25, 0.32, -0.69, -0.84, 0.29, 0.15, 0.29, 0.26, 0.27, 0.27]
}



(4)
{
  "formula": "C4H7BrN2O2",
  "method": "the ωB97M-V functional and the def2-TZVPD basis",
  "max_force_ev_per_a": 3.21,
  "multiplicity": 1,
  "homo_lumo_gap_ha": 0.3423,
  "molar_mass_da": 195.02,
  "total_charge": 0,
  "smiles": "[O-][N+]#CBr.CC/C=N/O",
  "symbols": ["O", "N", "C", "Br", "C", "C", "C", "N", "O", "H", "H", "H", "H", "H", "H", "H"],
  "xyz": [[2.14746, -2.07268, -2.16230], [2.68861, -1.33285, -1.41673], [2.89143, -0.46938, -0.65910], [4.01177, 0.41638, 0.48192], [-0.75904, -0.68786, -1.13273], [-0.49392, 0.62569, -0.38634], [0.45480, 0.30162, 0.74143], [0.61825, -0.89056, 1.15766], [1.38533, -1.10246, 2.30126], [-0.31480, -1.62766, -0.53033], [-0.14592, -0.61500, -2.03329], [-1.71665, -0.75485, -1.54190], [-1.25744, 1.11547, 0.17253], [-0.04598, 1.43228, -0.92431], [1.07612, 1.16520, 1.15729], [1.31682, -1.97576, 2.71753]],
  "mulliken_charge": [-0.60, 0.54, 0.06, 0.01, -1.04, -0.39, -0.32, -0.21, -0.43, 0.27, 0.25, 0.41, 0.32, 0.35, 0.45, 0.34]
}



(5)
{
  "formula": "C22H34O17",
  "method": "the ωB97M-V functional and the def2-TZVPD basis",
  "max_force_ev_per_a": 10.67,
  "multiplicity": 1,
  "homo_lumo_gap_ha": 0.1684,
  "molar_mass_da": 570.50,
  "total_charge": -2,
  "symbols": ["O", "C", "C", "O", "H", "H", "H", "H", "C", "C", "C", "O", "C", "O", "O", "H", "H", "H", "H", "H", "H", "C", "C", "C", "O", "C", "O", "O", "H", "H", "H", "H", "H", "H", "C", "C", "C", "O", "C", "O", "O", "H", "H", "H", "H", "H", "H", "C", "C", "C", "O", "C", "O", "O", "H", "H", "H", "H", "H", "H", "C", "C", "C", "O", "C", "O", "O", "H", "H", "H", "H", "H", "H"],
  "xyz": [[1.57096, -0.93641, -0.38875], [0.42113, -0.56722, 0.26531], [-0.31205, -1.64091, 1.28793], [-0.43851, -2.98732, 0.82139], [-0.34249, -0.21577, -0.42857], [0.54552, 0.38496, 0.78105], [-1.34095, -1.34364, 1.49066], [0.16334, -1.72612, 2.26509], [2.24653, -1.01065, -2.87828], [2.19388, 0.29588, -2.06005], [3.05678, 0.60472, -0.84580], [3.70084, 1.76785, -1.15708], [3.39911, 2.14331, -2.43092], [3.90424, 3.06762, -3.11458], [2.47488, 1.26227, -3.03491], [3.01093, -1.23622, -3.62186], [1.25083, -1.30089, -3.21360], [2.43114, -1.78283, -2.13145], [1.19346, 0.54674, -1.70746], [3.75224, -0.23458, -0.84151], [2.62145, 0.63282, 0.15310], [-1.26950, 2.67267, 3.10359], [-1.28991, 1.68222, 1.99565], [-2.15604, 0.53094, 2.37070], [-3.00156, 0.26582, 1.30083], [-2.91220, 1.09606, 0.35361], [-3.50518, 1.24562, -0.64372], [-2.02578, 2.12811, 0.83182], [-2.29634, 2.97053, 3.31565], [-0.79791, 3.59819, 2.77325], [-0.85436, 2.40654, 4.07567], [-0.28911, 1.42923, 1.64566], [-2.85727, 0.89261, 3.12274], [-1.84599, -0.50921, 2.47101], [0.00776, 0.95606, -3.72973], [-0.46047, 0.15185, -2.55748], [-1.53023, 0.70878, -1.56284], [-2.56235, -0.22136, -1.58349], [-2.20069, -1.19701, -2.37468], [-2.73983, -2.22464, -2.37455], [-1.29464, -0.78068, -3.24390], [0.56301, 0.39592, -4.48209], [0.59425, 1.66867, -3.14981], [-0.61549, 1.57798, -4.37228], [0.25863, -0.29631, -1.87181], [-1.96553, 1.66938, -1.83827], [-1.12519, 0.88844, -0.56696], [4.91480, 1.26933, 0.53186], [4.08109, 0.98879, 1.87331], [2.97006, -0.16426, 1.66575], [3.42245, -1.19615, 2.52058], [4.52179, -0.86542, 3.26288], [5.06846, -1.57433, 4.06730], [4.90962, 0.37402, 2.84525], [5.32538, 0.35024, 0.11377], [5.86277, 1.76279, 0.74623], [4.41561, 1.84283, -0.24917], [3.38585, 1.68638, 2.34033], [2.94157, -0.60213, 0.66797], [2.00171, 0.06390, 2.11111], [-4.76654, -0.60638, 1.11517], [-4.04980, -1.36192, -0.00501], [-2.79050, -1.93056, 0.53727], [-2.74863, -3.22815, -0.09723], [-3.96324, -3.53773, -0.51452], [-4.45170, -4.60768, -0.80662], [-4.74947, -2.43970, -0.37558], [-5.82736, -0.55215, 0.87057], [-4.40252, 0.30961, 1.58054], [-4.86551, -1.31286, 1.93930], [-3.77936, -0.84173, -0.92391], [-2.71708, -2.09520, 1.61226], [-2.04059, -1.16138, 0.35260]],
  "mulliken_charge": [-0.95, 0.95, 0.55, -0.95, -0.95, -0.12, -1.46, 0.16, -1.35, 2.83, -1.70, -0.05, 0.19, -0.71, -0.43, 0.35, 0.27, 0.34, -1.07, 0.47, 0.20, -1.84, 1.31, -0.46, -0.07, 1.26, -0.45, -0.58, 0.44, 0.41, 0.30, -0.56, 0.26, 1.48, -1.65, 1.35, -2.31, -0.06, 0.38, -0.56, -0.56, 0.24, 0.59, 0.44, 0.09, 0.31, 1.99, -1.69, 0.73, 0.98, -0.51, 0.51, -0.63, -0.41, 0.35, 0.52, 0.69, 0.35, 0.25, -0.64, -2.12, 1.01, -0.17, -0.40, 0.45, -0.72, -0.56, 0.47, 0.26, 0.46, 0.72, 1.30, -1.56]
}



(6)
{
  "formula": "C12H18N2Si",
  "method": "the ωB97M-V functional and the def2-TZVPD basis",
  "max_force_ev_per_a": 7.22,
  "multiplicity": 3,
  "homo_lumo_gap_ha": [0.2533, 0.2988],
  "molar_mass_da": 218.38,
  "total_charge": 0,
  "symbols": ["C", "C", "C", "C", "C", "C", "C", "C", "C", "C", "C", "C", "N", "N", "Si", "H", "H", "H", "H", "H", "H", "H", "H", "H", "H", "H", "H", "H", "H", "H", "H", "H", "H"],
  "xyz": [[-4.38644, -0.07686, -0.96317], [-3.45382, -1.12259, -0.94367], [-4.23125, 1.07014, -0.22273], [-2.24274, -0.85418, -0.20120], [-3.12956, 1.25758, 0.52242], [-2.19090, 0.23446, 0.66628], [0.04951, 1.30006, 0.79792], [1.11937, 0.94293, 0.20923], [2.12103, -1.48106, -1.72184], [3.86577, 0.14906, 0.20276], [1.89470, -2.03752, 1.29519], [-0.93676, 0.42949, 1.54209], [1.27878, 3.18363, -0.85186], [1.99737, 2.28300, -0.58631], [2.19259, -0.62136, 0.07138], [-5.18338, -0.25426, -1.66184], [-3.45931, -1.95233, -1.70559], [-4.98790, 1.84156, -0.40399], [-1.41465, -1.52836, -0.27447], [-3.21394, 2.04299, 1.25099], [-0.25850, 2.40150, 0.77952], [1.12193, -1.94067, -1.72442], [2.20610, -0.74519, -2.48323], [2.87209, -2.39857, -1.74559], [4.14341, 0.84036, -0.64815], [4.13766, 0.57697, 1.11679], [4.58029, -0.80084, 0.14751], [2.76981, -2.73310, 1.36159], [1.88052, -1.80002, 2.40411], [0.88792, -2.42699, 1.04431], [-1.17571, 0.87366, 2.46997], [-0.53102, -0.59629, 1.75580], [1.67704, 3.94280, -1.49984]],
  "mulliken_charge": [-0.25, -0.68, -0.41, -0.17, -0.51, 0.60, 0.31, -0.01, -0.95, -1.00, -0.97, -0.93, -0.83, 0.21, 0.02, 0.33, 0.29, 0.34, 0.28, 0.33, 0.27, 0.28, 0.36, 0.24, 0.27, 0.41, 0.19, 0.35, 0.36, 0.27, 0.47, 0.29, 0.26]
}



Values of ΔE to the lowest compared entry with this formula, charge and spin, in order: 311.6, 46.6, 23.0, 487.2, 2012.3, 0.0, all in kJ/mol.